1.
Molecular formula: C36H36ClO12
Method: DFT, ωB97M-V with the def2-TZVPD basis set

Structure (ORCA input):
```
! RIJCOSX wB97M-V def2-TZVPD def2/J DEFGRID3
* xyz -1 1
Cl 35.924 16.011 7.529
C 38.820 11.639 5.663
C 37.884 12.562 6.362
C 36.917 12.053 7.230
C 36.832 10.660 7.435
C 37.667 9.827 6.751
C 38.661 10.262 5.863
O 39.492 9.379 5.258
O 36.266 12.962 7.969
H 39.611 11.969 5.165
H 38.159 13.625 5.989
H 36.027 10.423 8.107
H 37.619 8.812 7.329
H 40.434 9.902 5.067
H 36.692 13.896 7.973
C 34.367 21.165 9.112
C 34.892 19.717 9.274
C 34.362 18.847 10.276
C 33.365 19.344 11.021
C 32.858 20.671 10.970
C 33.200 21.562 9.904
O 32.575 22.650 9.636
O 34.864 17.673 10.399
H 34.606 21.711 8.134
H 35.595 19.373 8.703
H 33.064 18.961 12.026
H 31.934 21.033 11.377
H 32.899 23.042 8.871
H 34.919 17.331 9.485
C 31.973 19.188 7.088
C 32.658 17.848 7.674
C 32.083 16.598 7.234
C 30.883 16.633 6.529
C 30.098 17.713 6.204
C 30.716 18.990 6.426
O 30.141 20.133 5.976
O 32.787 15.521 7.534
H 32.689 19.907 7.338
H 33.622 17.917 8.138
H 30.333 15.616 6.227
H 29.319 17.586 5.480
H 29.990 20.111 5.153
H 33.724 15.666 7.946
C 40.200 12.918 11.127
C 40.056 13.785 9.961
C 38.771 14.419 9.619
C 37.694 14.067 10.368
C 37.831 13.120 11.496
C 39.031 12.556 11.891
O 39.132 11.813 12.977
O 38.768 15.351 8.643
H 41.260 12.708 11.107
H 40.820 14.232 9.374
H 36.820 14.347 10.354
H 36.937 12.939 12.128
H 38.338 11.589 13.400
H 38.013 15.691 8.512
C 36.596 21.223 4.768
C 36.784 19.715 5.181
C 37.714 19.542 6.197
C 38.546 20.589 6.717
C 38.316 21.964 6.358
C 37.385 22.213 5.335
O 37.241 23.521 4.797
O 37.983 18.247 6.616
H 36.057 21.390 3.839
H 36.410 18.809 4.617
H 39.455 20.276 7.377
H 38.908 22.806 6.734
H 37.374 24.291 5.456
H 37.305 17.501 6.549
C 34.966 17.464 1.249
C 35.445 16.209 2.098
C 35.105 16.156 3.531
C 34.339 17.151 4.063
C 33.901 18.242 3.300
C 34.202 18.525 1.900
O 33.726 19.522 1.211
O 35.548 15.158 4.191
H 35.236 17.512 0.292
H 36.211 15.393 1.609
H 34.019 16.933 5.065
H 33.183 18.965 3.854
H 34.216 19.543 0.384
H 35.333 15.077 5.169
*
```

Properties
Frontier orbital gap in Ha: 0.2838
E_HOMO in Ha: -0.2033
Strongest force on any atom in eV/A: 10.51
ΔE to the lowest compared entry with this formula, charge and spin in eV: 1.570



2.
Molecular formula: C36H36IrN8O3S
Method: DFT, ωB97M-V with the def2-TZVPD basis set

Structure (ORCA input):
```
! RIJCOSX wB97M-V def2-TZVPD def2/J DEFGRID3
* xyz 2 2
Ir 0.564 -1.515 -0.336
C 0.629 -1.722 3.057
N -0.004 -2.607 2.127
C 0.531 -3.902 1.787
C -0.054 -4.222 0.444
N -0.703 -3.340 -0.318
C -1.142 -4.079 -1.433
C -1.959 -3.721 -2.506
C -2.195 -4.675 -3.474
C -1.655 -5.966 -3.383
C -0.901 -6.354 -2.296
C -0.674 -5.386 -1.328
N 0.000 -5.433 -0.115
C 0.211 -0.341 2.634
N -0.190 -0.087 1.232
C -0.511 2.130 1.854
C -3.039 2.354 1.933
C -3.012 3.259 2.931
C -2.060 3.340 4.048
C -0.870 2.715 4.272
C -0.133 1.975 3.274
N 0.248 0.682 3.493
H 1.715 -1.821 2.954
H 0.373 -1.892 4.111
H -1.004 -2.668 2.267
H 0.284 -4.684 2.515
H 1.620 -3.857 1.699
H -2.413 -2.742 -2.570
H -2.817 -4.428 -4.324
H -1.846 -6.675 -4.176
H -0.518 -7.360 -2.202
H 0.464 -6.238 0.277
H -3.842 2.319 1.209
H -3.826 3.971 2.983
H -2.424 3.942 4.872
H -0.466 2.741 5.279
H 0.459 0.427 4.453
O 1.485 -3.305 -3.798
C 1.100 -2.603 -2.903
O 1.560 -2.605 -1.677
C -0.004 -1.592 -3.114
C -0.477 -1.287 -4.376
C -1.508 -0.373 -4.499
C -2.039 0.194 -3.347
C -1.510 -0.149 -2.118
N -0.502 -1.024 -2.002
H -0.022 -1.786 -5.220
H -1.900 -0.110 -5.472
H -2.856 0.900 -3.394
H -1.898 0.260 -1.193
S -0.642 4.934 1.798
C -0.400 3.423 1.093
C 0.118 3.127 -0.170
C 0.440 1.785 -0.198
N 0.275 1.238 1.014
C -1.655 0.107 1.195
C -1.933 1.368 1.949
C -0.709 6.049 0.406
C 0.367 6.335 -0.421
C 0.163 7.255 -1.440
N -0.991 7.883 -1.643
C -1.992 7.632 -0.811
C -1.910 6.720 0.237
H 0.284 3.819 -0.977
H 0.876 1.208 -1.001
H -2.233 -0.798 1.349
H -1.993 1.003 2.989
H 1.348 5.906 -0.264
H 0.972 7.505 -2.115
H -2.912 8.177 -0.984
H -2.753 6.552 0.891
C 3.668 0.228 -0.729
C 3.545 -0.918 0.264
C 4.214 -0.549 1.585
C 4.169 -2.191 -0.291
O 2.141 -1.069 0.590
H 4.717 0.417 -0.953
H 3.237 1.143 -0.318
H 3.164 -0.030 -1.664
H 5.256 -0.278 1.420
H 4.194 -1.394 2.277
H 3.706 0.299 2.048
H 5.254 -2.115 -0.223
H 3.895 -2.370 -1.326
H 3.852 -3.058 0.293
*
```

Properties
Frontier orbital gap (spin up / spin down) in Ha: 0.2151 / 0.2147
E_HOMO (spin up / spin down) in Ha: -0.4705 / -0.4697
Strongest force on any atom in eV/A: 1.10
⟨S²⟩: 0.90
ΔE to the lowest compared entry with this formula, charge and spin in eV: 9.673



3.
Molecular formula: C36H36Li2O16S
Method: DFT, ωB97M-V with the def2-TZVPD basis set

Structure (ORCA input):
```
! RIJCOSX wB97M-V def2-TZVPD def2/J DEFGRID3
* xyz 0 1
Li -80.102 23.831 -25.922
Li -82.213 18.520 -26.874
S -79.802 20.571 -26.319
O -79.015 20.351 -27.550
O -81.017 19.812 -26.548
O -79.104 19.995 -25.270
O -80.039 21.989 -26.163
C -77.365 20.843 -22.563
C -76.195 21.071 -21.862
C -76.262 20.854 -20.409
C -77.434 20.476 -19.773
C -78.358 19.876 -20.690
C -78.447 20.269 -21.980
O -79.493 20.072 -22.695
O -75.170 21.326 -19.774
H -77.337 20.975 -23.576
H -75.426 21.414 -22.250
H -77.439 20.440 -18.630
H -79.426 19.566 -20.435
H -79.212 20.238 -23.538
H -74.579 21.861 -20.203
C -75.077 18.837 -25.391
C -76.105 18.983 -26.401
C -75.655 19.669 -27.547
C -74.403 20.095 -27.750
C -73.383 19.696 -26.799
C -73.749 19.063 -25.548
O -72.844 18.682 -24.685
O -76.603 20.034 -28.550
H -75.417 18.419 -24.423
H -77.156 19.069 -26.130
H -74.071 20.728 -28.576
H -72.272 19.844 -26.854
H -73.308 18.473 -23.807
H -77.483 20.114 -28.245
C -79.454 16.780 -30.863
C -78.970 15.468 -30.945
C -78.023 14.937 -29.970
C -77.859 15.686 -28.840
C -78.273 17.021 -28.676
C -78.985 17.659 -29.703
O -79.622 18.824 -29.570
O -77.558 13.698 -30.141
H -80.174 16.980 -31.601
H -79.456 14.811 -31.697
H -77.292 15.558 -27.952
H -78.040 17.353 -27.662
H -79.149 19.273 -28.816
H -77.606 13.097 -29.243
C -76.578 22.839 -26.980
C -75.894 23.660 -26.177
C -75.682 24.976 -26.448
C -76.231 25.524 -27.642
C -77.064 24.785 -28.481
C -77.249 23.455 -28.137
O -78.157 22.722 -28.891
O -74.883 25.773 -25.671
H -76.750 21.813 -26.716
H -75.431 23.212 -25.298
H -76.166 26.568 -27.837
H -77.606 25.354 -29.327
H -78.418 21.752 -28.508
H -74.851 26.682 -25.800
C -78.535 15.406 -22.139
C -78.563 16.438 -23.096
C -78.766 16.165 -24.479
C -78.492 14.796 -24.840
C -78.404 13.828 -23.872
C -78.484 14.101 -22.488
O -78.207 13.118 -21.557
O -78.960 17.140 -25.413
H -78.527 15.665 -21.100
H -78.731 17.475 -22.678
H -78.547 14.472 -25.777
H -78.218 12.772 -24.063
H -78.369 12.109 -21.748
H -78.837 18.126 -25.008
C -84.959 22.674 -24.823
C -83.756 22.372 -25.397
C -83.719 22.175 -26.852
C -84.996 22.392 -27.590
C -86.155 22.953 -26.899
C -86.082 23.088 -25.446
O -87.300 23.370 -24.796
O -82.596 21.869 -27.537
H -85.124 22.805 -23.838
H -82.797 22.033 -24.845
H -85.001 22.100 -28.535
H -87.203 23.212 -27.354
H -87.951 23.885 -25.247
H -81.737 21.578 -27.085
*
```

Properties
Frontier orbital gap in Ha: 0.2094
E_HOMO in Ha: -0.2634
Strongest force on any atom in eV/A: 11.42
ΔE to the lowest compared entry with this formula, charge and spin in eV: 0.733



Q: Number 3 is which compound?
A: C36H36Li2O16S